No. 1
The following is a quantum chemistry calculation of an isolated molecule of C9H11NO3S in a non-equilibrium geometry, from the OMol25 dataset.

Values from the calculation:
SMILES: C=CN(c1ccccc1C)S(=O)(=O)O
DFT total energy in eV: -27976.647
Largest force on an atom in hartree/bohr: 0.1045

Each line ends with the Löwdin charge.
CARTESIAN COORDINATES (ANGSTROEM)
1 C 0.884 2.993 -0.627  0.060
2 C 1.478 1.761 -0.506  -0.107
3 N 1.027 0.325 -0.405  -0.153
4 C -0.306 -0.007 0.009  -0.251
5 C -0.735 0.501 1.195  0.004
6 C -1.990 0.036 1.748  -0.049
7 C -2.614 -1.014 1.149  -0.082
8 C -2.183 -1.439 -0.111  -0.037
9 C -1.055 -0.990 -0.720  -0.215
10 C -0.569 -1.401 -2.058  -0.007
11 S 2.120 -0.741 0.210  0.633
12 O 1.463 -2.029 0.334  -0.237
13 O 3.351 -0.644 -0.555  -0.270
14 O 2.441 -0.279 1.740  -0.130
15 H 1.517 3.810 -0.578  0.035
16 H -0.065 3.101 -0.294  0.016
17 H 2.574 1.687 -0.642  0.101
18 H -0.061 1.055 1.766  0.097
19 H -2.311 0.279 2.699  0.076
20 H -3.608 -1.175 1.520  0.104
21 H -2.908 -2.111 -0.545  0.114
22 H -0.548 -0.494 -2.603  0.084
23 H 0.411 -1.788 -1.827  0.078
24 H -1.262 -1.969 -2.559  0.061
25 H 2.950 0.531 1.663  0.078


No. 2
The following is a quantum chemistry calculation of an isolated molecule of C9H11NSe in a non-equilibrium geometry, from the OMol25 dataset.

Values from the calculation:
SMILES: C=C[Se]c1ccccc1NC
DFT total energy in eV: -76345.211
Largest force on an atom in hartree/bohr: 0.0761

Each line ends with the Löwdin charge.
CARTESIAN COORDINATES (ANGSTROEM)
1 C 1.777 -1.308 -1.665  -0.116
2 C 2.731 -1.080 -0.840  -0.538
3 Se 2.792 0.359 0.438  1.020
4 C 1.013 1.106 0.503  -0.456
5 C 0.910 2.434 0.134  -0.160
6 C -0.313 3.110 0.015  -0.110
7 C -1.492 2.399 0.195  -0.039
8 C -1.330 0.979 0.497  -0.035
9 C -0.177 0.270 0.698  -0.307
10 N -0.186 -1.066 0.907  -0.064
11 C -1.236 -1.974 1.081  -0.097
12 H 1.750 -2.244 -2.301  0.087
13 H 1.138 -0.451 -1.856  0.061
14 H 3.609 -1.694 -0.838  0.039
15 H 1.807 3.034 0.193  0.090
16 H -0.161 4.088 -0.336  0.080
17 H -2.443 2.816 -0.100  0.096
18 H -2.236 0.493 0.540  0.058
19 H 0.739 -1.316 1.280  0.117
20 H -1.515 -2.226 2.115  0.081
21 H -2.232 -1.545 0.674  0.114
22 H -0.758 -2.837 0.651  0.082


No. 3
The following is a quantum chemistry calculation of an isolated molecule of C9H11NSi in a non-equilibrium geometry, from the OMol25 dataset.

Values from the calculation:
Multiplicity: 3
DFT total energy in eV: -18872.156
Largest force on an atom in hartree/bohr: 0.0667

Each line ends with the Löwdin charge.
CARTESIAN COORDINATES (ANGSTROEM)
1 C 1.547 0.986 -0.572  -0.079
2 C 1.377 -0.202 0.078  -0.049
3 C -0.726 0.877 -1.227  -0.045
4 C 0.476 1.522 -1.297  -0.315
5 C -1.064 -0.225 -0.477  -0.336
6 C 0.005 -0.654 0.472  -0.193
7 C 0.196 -1.027 1.748  -0.014
8 C 0.624 2.906 -1.845  -0.059
9 C 1.168 -1.898 2.386  -0.139
10 N -2.390 -0.694 -0.572  -0.187
11 Si -3.130 -1.891 0.278  0.657
12 H 2.588 1.413 -0.711  0.127
13 H 2.248 -0.650 0.740  0.128
14 H -1.523 1.155 -1.982  0.142
15 H 0.158 2.822 -2.837  0.080
16 H 0.012 3.697 -1.319  0.097
17 H 1.715 3.156 -1.707  0.086
18 H 1.562 -1.553 3.357  0.080
19 H 1.948 -2.238 1.669  0.080
20 H 0.491 -2.809 2.607  0.102
21 H -2.727 -2.905 1.470  -0.074
22 H -4.557 -1.787 -0.259  -0.087


No. 4
The following is a quantum chemistry calculation of a cluster of 2 separate species, C9H11O2 in total in a non-equilibrium geometry, from the OMol25 dataset.

Values from the calculation:
Multiplicity: 2
DFT total energy in eV: -13603.468
Largest force on an atom in hartree/bohr: 0.0541

Each line ends with the Löwdin charge.
CARTESIAN COORDINATES (ANGSTROEM)
1 C -0.782 1.037 -2.531  -0.071
2 C -0.598 0.304 1.160  -0.078
3 C -1.950 0.296 1.448  -0.118
4 C -0.211 0.453 -0.174  -0.047
5 C -1.219 0.747 -1.115  -0.288
6 C -2.941 0.349 0.494  -0.089
7 C -2.568 0.589 -0.847  -0.051
8 H 0.059 0.057 1.992  0.102
9 H -2.312 0.157 2.465  0.102
10 H 0.798 0.642 -0.521  0.094
11 H -3.997 0.209 0.716  0.103
12 H -0.696 0.167 -3.175  0.078
13 H 0.112 1.680 -2.593  0.075
14 H -3.467 0.911 -1.357  0.109
15 H -1.415 1.859 -2.934  0.085
16 C 2.841 -1.371 0.369  0.025
17 C 3.399 -1.258 1.795  -0.647
18 O 3.029 -0.317 2.469  0.081
19 O 4.160 -2.228 2.118  0.268
20 H 3.076 -2.212 -0.282  0.083
21 H 2.876 -0.435 -0.174  0.084
22 H 1.805 -1.636 0.676  0.099


No. 5
The following is a quantum chemistry calculation of a cluster of 2 separate species, C9H11O3 in total in a non-equilibrium geometry, from the OMol25 dataset.

Values from the calculation:
Charge: -1
DFT total energy in eV: -15654.046
Largest force on an atom in hartree/bohr: 0.0952

Each line ends with the Löwdin charge.
CARTESIAN COORDINATES (ANGSTROEM)
1 C 4.357 1.865 0.237  -0.051
2 C 3.568 1.055 -0.696  -0.860
3 O 2.615 0.418 -0.225  -0.092
4 O 3.599 1.301 -1.876  -0.027
5 H 4.836 2.523 -0.556  0.078
6 H 5.140 1.327 0.734  0.048
7 H 3.570 2.550 0.819  0.124
8 C -4.030 0.121 0.339  -0.096
9 C -0.320 -0.028 -0.108  -0.014
10 C -0.020 -1.389 -0.015  -0.416
11 C -1.596 0.489 -0.098  -0.035
12 C -2.619 -0.420 0.321  -0.341
13 C -0.996 -2.229 0.357  -0.029
14 C -2.398 -1.778 0.497  -0.049
15 O 1.225 -1.703 -0.293  0.016
16 H 0.474 0.576 -0.502  0.097
17 H -1.888 1.543 -0.177  0.104
18 H -0.747 -3.348 0.368  0.122
19 H 1.856 -0.991 -0.702  0.111
20 H -4.208 1.174 0.160  0.056
21 H -4.526 -0.377 1.144  0.045
22 H -3.289 -2.343 0.862  0.105
23 H -4.602 -0.337 -0.590  0.104


No. 6
The following is a quantum chemistry calculation of a cluster of 2 separate species, C9H11OP in total in a non-equilibrium geometry, from the OMol25 dataset.

Values from the calculation:
DFT total energy in eV: -20843.281
Largest force on an atom in hartree/bohr: 0.1067

Each line ends with the Löwdin charge.
CARTESIAN COORDINATES (ANGSTROEM)
1 C 1.423 -1.130 2.020  -0.078
2 C 0.057 -1.184 2.059  -0.075
3 C 2.098 -0.786 0.807  -0.083
4 C -0.659 -1.212 0.842  -0.078
5 C 1.392 -0.621 -0.361  -0.195
6 C 0.013 -1.000 -0.357  -0.558
7 C -0.550 2.110 -0.414  -0.233
8 C 0.800 2.626 -0.275  -0.072
9 C -2.398 -0.899 -1.914  -0.363
10 O -1.571 2.044 0.167  0.093
11 P -0.512 -0.998 -2.046  0.953
12 H 1.999 -1.300 2.925  0.102
13 H -0.446 -1.625 2.800  0.061
14 H 3.075 -0.385 0.954  0.091
15 H -1.713 -1.476 0.712  0.102
16 H 1.778 0.006 -1.182  0.082
17 H 1.434 2.099 -0.867  0.012
18 H 1.262 2.596 0.750  0.111
19 H 0.853 3.676 -0.577  0.097
20 H -2.665 -0.074 -2.714  0.061
21 H -2.707 -0.721 -0.970  -0.052
22 H -2.965 -1.744 -2.357  0.025